19
Properties=species:S:1:pos:R:3:forces:R:3:lowdin_charge:R:1 method="wB97M-V/def2-TZVPD" e_homo_ev=-2.260 de_lowest_ev=2.507 charge=-1
C 1.082 2.218 -0.197 2.637 -0.214 0.244 -0.19
N -0.137 1.670 0.335 0.281 -0.390 -1.261 -0.11
C -0.085 0.212 0.310 1.741 -3.770 1.412 -0.40
C -0.557 -0.604 1.652 -2.603 0.197 -0.768 -0.08
C -0.700 -0.513 -0.950 0.034 2.447 -0.697 -0.21
C -0.213 -1.946 -1.184 1.800 -1.957 0.063 -0.56
O -0.759 -2.876 -0.366 0.414 0.800 -0.294 -0.38
H 1.933 1.511 0.059 -0.731 -0.083 -1.147 0.07
H 1.043 2.382 -1.322 0.334 0.236 1.535 0.09
H 1.602 2.992 0.466 -1.650 0.343 -1.294 0.08
H -0.260 2.108 1.204 -0.621 -0.180 1.549 0.07
H 1.018 -0.169 0.258 -1.405 1.030 0.027 0.11
H -0.898 -1.654 1.328 1.650 0.953 0.084 0.06
H 0.041 -0.586 2.617 -0.303 0.171 -1.477 0.06
H -1.626 -0.310 1.913 1.064 0.557 0.049 0.05
H -0.575 0.148 -1.874 0.659 -0.613 0.907 0.10
H -1.769 -0.371 -0.838 -0.641 -0.869 0.189 0.09
H 1.079 -1.872 -1.146 -2.063 0.188 0.369 0.10
H -0.219 -2.340 -2.267 -0.599 1.154 0.510 0.07